C43H32F15N2O4SSbV | ωB97M-V/def2-TZVPD

Energy above the lowest of the compared OMol25 structures with the same formula, charge and spin, kJ/mol: 113.7
E_LUMO (spin up / spin down), eV: 3.9 / 3.9
Spin multiplicity: 4
Largest force on an atom, eV/A: 3.562
Total charge: -2

Each line ends with the Mulliken spin population.
Atoms and positions in Å:
Sb1 -1.47 -1.72 -0.94  -0.015
V1 0.12 1.27 0.34  1.834
S1 -2.55 2.00 0.43  0.008
F1 2.89 -6.27 -0.56  0.000
F2 -0.54 1.80 3.13  0.008
F3 2.16 3.12 -0.89  0.004
F4 -1.38 0.38 4.49  0.000
F5 -1.23 5.29 0.51  -0.001
F6 -4.83 -5.00 -5.25  0.000
F7 1.96 5.26 -0.88  0.000
F8 -2.66 -1.14 2.82  0.013
F9 -1.14 -2.25 3.92  0.019
F10 -2.12 -3.12 1.14  0.086
F11 -0.38 5.27 2.48  0.000
F12 0.69 0.57 -6.48  0.000
F13 0.74 0.54 4.32  0.003
F14 0.32 4.03 -1.55  0.002
F15 0.51 6.43 0.91  0.000
O1 -0.86 0.12 1.28  -0.038
O2 -0.24 3.01 0.71  0.057
O3 -1.83 1.41 -0.71  -0.028
O4 2.87 0.07 -2.51  0.024
N1 1.13 0.52 -0.99  0.021
N2 1.60 1.26 1.54  -0.014
C1 -0.41 -0.52 2.40  0.032
C2 -0.07 5.24 1.18  -0.004
C3 2.73 -2.72 2.34  0.010
C4 1.94 -5.28 -0.61  0.000
C5 1.29 4.11 -0.63  0.021
C6 -4.10 0.99 0.57  0.005
C7 -2.59 -3.00 -2.38  0.002
C8 0.27 0.07 -5.27  0.002
C9 -0.40 0.54 3.58  0.052
C10 1.87 3.66 1.76  0.008
C11 1.40 -2.31 2.43  0.008
C12 4.44 5.72 3.67  -0.001
C13 2.21 2.32 2.10  0.050
C14 3.67 -1.79 1.91  0.005
C15 1.03 -1.00 2.22  0.132
C16 3.64 4.55 3.17  0.017
C17 -3.96 -2.79 -2.50  -0.002
C18 -2.00 -3.90 -3.25  0.001
C19 3.88 3.25 3.62  -0.005
C20 1.99 -0.04 1.81  -0.118
C21 -0.61 -0.96 -2.85  0.007
C22 -4.09 -4.34 -4.29  0.000
C23 0.60 -5.63 -0.65  0.002
C24 2.01 0.32 -1.75  0.064
C25 -0.34 -4.62 -0.73  0.006
C26 -0.65 0.78 -4.54  0.002
C27 -1.09 0.25 -3.34  0.004
C28 0.78 -1.13 -4.82  0.000
C29 3.30 -0.49 1.63  -0.002
C30 -1.40 -1.62 2.73  0.723
C31 -4.72 -3.46 -3.45  0.000
C32 -3.50 3.33 -0.44  0.003
C33 3.14 -4.12 2.69  0.000
C34 -4.49 2.55 -1.28  0.002
C35 2.35 -3.96 -0.61  0.000
C36 -2.73 -4.58 -4.21  0.000
C37 0.04 -3.28 -0.77  -0.001
C38 -5.19 1.60 -0.32  0.000
C39 1.38 -2.96 -0.68  -0.001
C40 2.60 4.73 2.27  -0.006
C41 3.19 2.18 3.11  0.020
C42 0.34 -1.63 -3.61  -0.008
C43 0.72 3.95 0.80  -0.021
H1 -5.73 0.82 -0.85  0.000
H2 4.50 6.49 2.91  0.000
H3 -3.99 3.97 0.29  0.000
H4 5.46 5.41 3.93  0.000
H5 -2.78 3.89 -1.02  -0.002
H6 2.29 -4.67 3.10  0.000
H7 -0.94 -4.09 -3.18  0.000
H8 -3.92 1.97 -2.02  -0.001
H9 1.69 -1.93 -0.67  0.009
H10 0.64 -3.04 2.68  0.000
H11 3.51 -4.65 1.82  0.000
H12 3.98 6.16 4.56  0.001
H13 -5.20 3.19 -1.81  0.000
H14 3.39 1.19 3.49  0.003
H15 0.76 -2.56 -3.25  0.001
H16 -5.90 2.16 0.29  0.000
H17 -3.80 -0.01 0.28  -0.003
H18 4.63 3.08 4.38  0.000
H19 3.40 -3.71 -0.56  0.000
H20 3.93 -4.10 3.44  0.000
H21 2.37 5.73 1.96  0.000
H22 -1.01 1.74 -4.89  0.000
H23 1.53 -1.64 -5.41  0.000
H24 0.32 -6.67 -0.63  0.000
H25 -1.80 0.80 -2.74  -0.001
H26 -4.44 -2.10 -1.82  0.000
H27 4.03 0.22 1.25  -0.002
H28 -5.79 -3.29 -3.54  0.000
H29 4.70 -2.09 1.79  0.000
H30 -4.37 0.98 1.62  0.002
H31 -1.39 -4.86 -0.77  0.000
H32 -2.27 -5.29 -4.88  0.000